No. 1
A cluster of 2 separate species, CH2F3N5 in total, computed with wB97M-V/def2-TZVPD.

```
! RIJCOSX wB97M-V def2-TZVPD def2/J DEFGRID3
* xyz 0 1
C -0.53 -1.17 0.07
N -1.35 -0.18 0.38
N -0.87 1.05 0.45
N 0.76 -1.13 0.24
N 0.19 1.36 -0.27
N 1.34 0.91 -0.10
F 1.46 -2.17 -0.27
F -0.10 0.72 -1.94
F 1.74 0.93 1.23
H -1.03 -2.07 -0.28
H -1.61 1.76 0.50
*
```

Computed properties:
Highest occupied orbital energy (alpha / beta), eV: -10.1 / -9.6
HOMO-LUMO gap (alpha / beta), eV: 8.270 / 8.067
LUMO energy (alpha / beta), eV: -1.80 / -1.53

***

No. 2
A structure of composition C13H12Cl5N3SeTl, computed with wB97M-V/def2-TZVPD.

```
! RIJCOSX wB97M-V def2-TZVPD def2/J DEFGRID3
* xyz -1 1
Tl -0.44 0.07 -1.34
Cl 2.63 0.97 -0.80
C 2.68 -0.75 -0.45
C 1.59 -1.60 -0.59
C 1.64 -2.97 -0.39
Cl 0.34 -4.11 -0.68
C 2.88 -3.54 0.09
Cl 3.02 -5.20 0.50
C 4.03 -2.68 0.22
Cl 5.54 -3.35 0.70
C 3.96 -1.28 -0.06
Cl 5.33 -0.25 0.07
N -4.14 0.30 -0.62
C -4.38 -1.08 -0.20
C -3.24 -1.82 0.53
N -2.01 -1.96 -0.23
H -4.73 0.95 -0.13
H -3.16 0.56 -0.55
H -4.68 -1.64 -1.10
H -5.29 -1.09 0.43
H -3.70 -2.78 0.85
H -3.01 -1.20 1.42
H -2.00 -2.71 -0.91
H -1.22 -2.21 0.40
Se -0.85 1.27 1.38
C 0.15 2.74 0.65
C -0.31 3.47 -0.46
C 0.50 4.52 -0.89
N 1.66 4.83 -0.33
C 2.09 4.15 0.71
C 1.37 3.11 1.25
H -1.28 3.26 -0.89
H 0.16 5.16 -1.72
H 3.08 4.42 1.13
H 1.77 2.44 2.00
*
```

Computed properties:
Highest occupied orbital energy, eV: -4.3
Energy above the lowest of the compared OMol25 structures with the same formula, charge and spin, kcal per mole: 0.0
HOMO-LUMO gap, eV: 6.749
LUMO energy, eV: 2.48

***

No. 3
An isolated molecule of C6H12N2, computed with wB97M-V/def2-TZVPD.

```
! RIJCOSX wB97M-V def2-TZVPD def2/J DEFGRID3
* xyz 0 1
C 2.28 -0.47 0.90
C 2.00 0.25 -0.36
C -0.19 -1.03 -0.91
C -1.29 -0.79 0.24
C -1.47 0.77 0.01
C -0.07 1.22 0.22
H 1.52 -0.21 1.80
H 2.15 -1.55 0.65
H 3.36 -0.23 1.20
H 2.42 -0.25 -1.21
H 2.23 1.29 -0.34
H 0.49 -1.86 -0.70
H -0.53 -1.02 -2.00
H -0.85 -0.92 1.30
H -2.96 -0.31 1.28
H -1.60 1.07 -0.99
H 0.38 1.04 1.31
H -0.01 2.15 -0.26
N 0.52 0.39 -0.76
N -2.55 -0.24 0.38
*
```

Computed properties:
Highest occupied orbital energy, eV: -8.4
Energy above the lowest of the compared OMol25 structures with the same formula, charge and spin, kcal per mole: 140.8
HOMO-LUMO gap, eV: 9.380
LUMO energy, eV: 1.02

***

No. 4
A cluster of 2 separate species, C3H4NO in total, computed with wB97M-V/def2-TZVPD.

```
! RIJCOSX wB97M-V def2-TZVPD def2/J DEFGRID3
* xyz 1 3
C -0.93 -0.48 -0.04
C -2.63 -1.09 -2.34
C 1.30 0.54 0.21
N 0.15 0.08 0.05
O -3.46 -1.79 -2.57
H -1.02 -1.20 0.77
H -1.81 -0.54 -0.75
H 1.43 1.21 1.02
H 2.06 0.12 -0.40
*
```

Computed properties:
Highest occupied orbital energy (alpha / beta), eV: -12.9 / -17.5
⟨S²⟩: 2.011
Energy above the lowest of the compared OMol25 structures with the same formula, charge and spin, kcal per mole: 48.2
HOMO-LUMO gap (alpha / beta), eV: 7.559 / 7.454
LUMO energy (alpha / beta), eV: -5.33 / -10.06

***

No. 5
An isolated molecule of C4H7NO, computed with wB97M-V/def2-TZVPD.

```
! RIJCOSX wB97M-V def2-TZVPD def2/J DEFGRID3
* xyz 0 1
O 1.17 -1.95 1.98
C 1.16 -1.18 1.05
C 0.05 -1.12 0.01
N -0.01 0.09 -0.79
C 0.09 1.43 -0.25
C -1.20 0.92 -0.78
H 2.01 -0.49 0.88
H -0.90 -1.40 0.50
H 0.30 -1.87 -0.74
H 0.70 2.10 -0.86
H 0.18 1.56 0.83
H -1.98 0.70 -0.05
H -1.56 1.20 -1.77
*
```

Computed properties:
Highest occupied orbital energy, eV: -9.3
Energy above the lowest of the compared OMol25 structures with the same formula, charge and spin, kcal per mole: 60.9
HOMO-LUMO gap, eV: 10.326
LUMO energy, eV: 1.05

***

No. 6
A structure of composition C23H49N4OP3Sn, computed with wB97M-V/def2-TZVPD.

```
! RIJCOSX wB97M-V def2-TZVPD def2/J DEFGRID3
* xyz 4 1
Sn 0.29 -0.41 0.33
P 0.75 -2.65 -0.95
P 2.91 0.16 0.94
P -2.10 0.58 -0.43
H 1.98 3.47 -0.25
C 0.97 3.80 -0.02
C 0.55 4.09 1.24
H 1.22 4.03 2.12
C 1.45 -2.15 -2.56
C 2.00 -3.81 -0.30
C -0.74 -3.52 -1.50
C 3.30 1.72 1.82
C 3.56 -1.12 2.08
C 4.14 0.12 -0.42
C -2.48 2.30 0.00
C -3.55 -0.47 -0.12
C -2.24 0.72 -2.22
H 0.27 3.75 -0.87
H -0.49 4.39 1.46
H 1.69 -3.07 -3.10
H 2.38 -1.61 -2.37
H 0.76 -1.56 -3.20
H 1.98 -4.73 -0.91
H 1.81 -4.08 0.75
H 3.00 -3.36 -0.36
H -0.44 -4.43 -2.02
H -1.27 -2.85 -2.19
H -1.39 -3.77 -0.65
H 4.37 1.91 1.75
H 3.02 1.62 2.87
H 2.74 2.57 1.40
H 4.65 -1.13 2.01
H 3.18 -2.10 1.80
H 3.26 -0.90 3.11
H 5.16 0.14 -0.01
H 4.00 0.98 -1.08
H 4.02 -0.80 -1.01
H -3.22 2.68 -0.72
H -1.57 2.93 -0.04
H -2.89 2.34 1.01
H -4.32 -0.21 -0.85
H -3.92 -0.31 0.90
H -3.27 -1.52 -0.27
H -3.22 1.07 -2.57
H -1.99 -0.25 -2.66
H -1.50 1.47 -2.51
C -0.29 1.32 -4.81
C 0.32 0.66 -5.89
C 0.20 1.25 -7.17
C -0.48 2.46 -7.38
C -1.21 2.99 -6.31
C -1.21 2.35 -5.05
O 0.05 1.01 -3.48
H 0.94 0.65 -3.27
H 0.83 -0.29 -5.70
H 0.71 0.80 -8.01
H -0.48 2.99 -8.36
H -1.81 3.90 -6.44
H -1.86 2.64 -4.25
C -1.44 0.55 2.98
N -0.55 -0.62 2.52
C -1.41 -1.89 2.57
N -1.93 -2.12 3.94
C -2.74 -0.96 4.35
N -1.97 0.32 4.33
C -0.85 0.14 5.28
N 0.03 -0.99 4.90
C 0.56 -0.75 3.55
C -0.80 -2.21 4.88
H -2.29 0.65 2.29
H -0.81 1.46 2.99
H -0.78 -2.75 2.29
H -2.27 -1.78 1.89
H -3.09 -1.12 5.38
H -3.59 -0.85 3.67
H -0.26 1.06 5.30
H -1.27 -0.08 6.28
H 1.19 -1.61 3.27
H 1.13 0.20 3.56
H -1.19 -2.38 5.89
H -0.16 -3.05 4.57
*
```

Computed properties:
Highest occupied orbital energy (alpha / beta), eV: -19.0 / -18.3
Energy above the lowest of the compared OMol25 structures with the same formula, charge and spin, kcal per mole: 35.0
HOMO-LUMO gap (alpha / beta), eV: 6.105 / 3.957
LUMO energy (alpha / beta), eV: -12.88 / -14.33

***

No. 7
A structure of composition C17H25CsN5O3S, computed with wB97M-V/def2-TZVPD.

```
! RIJCOSX wB97M-V def2-TZVPD def2/J DEFGRID3
* xyz 1 1
Cs 12.80 9.02 5.44
C 10.11 10.02 9.12
N 11.32 9.70 9.71
C 11.65 10.09 11.06
C 12.06 8.82 8.98
O 11.58 8.18 8.03
C 13.58 8.76 9.29
O 14.24 7.93 8.37
C 15.65 7.87 8.53
C 16.34 8.70 7.44
O 15.72 9.47 6.71
N 17.67 8.55 7.46
C 18.42 7.97 8.57
C 18.50 9.43 6.64
H 9.31 9.38 9.40
H 10.24 9.93 8.05
H 9.92 11.06 9.41
H 11.34 9.38 11.75
H 11.12 11.04 11.25
H 12.70 10.24 11.13
H 13.77 8.38 10.34
H 13.99 9.77 9.25
H 16.01 6.85 8.44
H 15.90 8.24 9.50
H 17.93 8.10 9.57
H 19.36 8.47 8.57
H 18.55 6.91 8.41
H 18.05 9.61 5.59
H 19.48 8.99 6.52
H 18.52 10.40 7.11
C 6.65 12.08 5.37
N 6.95 10.62 5.26
C 5.95 9.65 5.16
C 6.59 8.46 5.17
N 7.96 8.73 5.21
C 8.17 10.07 5.30
S 9.61 10.85 5.38
C 8.94 7.68 5.37
C 8.68 6.77 6.42
C 9.36 5.58 6.49
C 10.35 5.34 5.54
C 10.56 6.34 4.57
N 9.93 7.52 4.54
H 6.05 12.43 4.57
H 7.54 12.66 5.44
H 6.17 12.20 6.33
H 4.90 9.88 5.29
H 6.21 7.45 5.05
H 7.86 7.02 7.08
H 9.20 4.83 7.23
H 10.94 4.44 5.51
H 11.29 6.09 3.81
*
```

Computed properties:
Highest occupied orbital energy, eV: -10.0
HOMO-LUMO gap, eV: 7.901
LUMO energy, eV: -2.07

***

No. 8
An isolated molecule of C2H4N4O, computed with wB97M-V/def2-TZVPD.

```
! RIJCOSX wB97M-V def2-TZVPD def2/J DEFGRID3
* xyz 0 1
C -1.02 1.02 0.61
C 0.35 -0.71 -0.20
H -2.02 1.36 0.53
H -1.01 1.16 1.66
H -0.35 1.71 0.02
H -1.97 -0.58 -0.40
N -0.90 -0.21 -0.11
N 0.87 -1.75 -0.88
N 2.12 -1.52 -0.94
N 2.55 -0.59 -0.36
O 1.37 0.10 0.07
*
```

Computed properties:
Highest occupied orbital energy, eV: -9.7
Energy above the lowest of the compared OMol25 structures with the same formula, charge and spin, kcal per mole: 99.1
HOMO-LUMO gap, eV: 9.991
LUMO energy, eV: 0.33

***

No. 9
An isolated molecule of C15H21NO3S, computed with wB97M-V/def2-TZVPD.

```
! RIJCOSX wB97M-V def2-TZVPD def2/J DEFGRID3
* xyz 0 1
C -2.90 -0.23 -1.34
C -3.19 0.20 0.09
C -1.93 0.70 0.81
H -2.19 0.98 1.83
C -1.36 1.93 0.09
O -1.92 3.00 0.15
N -0.24 1.69 -0.60
H 0.14 0.76 -0.60
C 0.46 2.69 -1.39
C 1.94 2.75 -0.99
C 2.84 2.02 -1.99
C 2.18 0.73 -2.46
C 0.90 1.03 -3.25
C 0.30 2.40 -2.88
H 0.81 3.19 -3.43
H -0.75 2.43 -3.15
H 0.16 0.25 -3.07
H 1.11 1.03 -4.32
H 1.95 0.11 -1.59
H 2.87 0.16 -3.08
H 3.80 1.79 -1.52
H 3.04 2.65 -2.85
H 2.05 2.31 0.00
H 2.26 3.79 -0.92
H -0.04 3.64 -1.15
O -0.93 -0.33 0.85
C -0.96 -1.19 1.88
O -1.77 -1.18 2.77
C 0.15 -2.13 1.77
C 0.46 -3.17 2.61
C 1.61 -3.87 2.21
C 2.16 -3.36 1.07
S 1.29 -2.01 0.47
H 3.03 -3.70 0.55
H 2.01 -4.72 2.73
H -0.13 -3.41 3.48
H -3.91 1.02 0.10
H -3.60 -0.63 0.66
H -2.13 -1.00 -1.36
H -3.80 -0.63 -1.80
H -2.56 0.62 -1.94
*
```

Computed properties:
Highest occupied orbital energy, eV: -9.5
Energy above the lowest of the compared OMol25 structures with the same formula, charge and spin, kcal per mole: 6.6
HOMO-LUMO gap, eV: 9.621
LUMO energy, eV: 0.12

***

No. 10
A structure of composition C15H13N3PtS4Se2, computed with wB97M-V/def2-TZVPD.

```
! RIJCOSX wB97M-V def2-TZVPD def2/J DEFGRID3
* xyz 0 1
Pt -0.39 -0.48 -0.52
Se 1.37 2.42 -0.29
Se 2.39 1.33 -2.02
C 2.58 -0.43 -1.27
C 3.49 -1.33 -1.82
C 3.59 -2.59 -1.27
C 2.82 -2.89 -0.15
C 1.96 -1.93 0.35
N 1.81 -0.73 -0.22
C -0.40 2.56 -1.03
C -1.25 3.58 -0.65
C -2.47 3.68 -1.29
C -2.75 2.78 -2.31
C -1.84 1.77 -2.60
N -0.70 1.64 -1.94
H 4.09 -1.03 -2.67
H 4.28 -3.32 -1.67
H 2.88 -3.86 0.33
H 1.37 -2.11 1.24
H -0.95 4.27 0.13
H -3.19 4.44 -1.02
H -3.66 2.86 -2.88
H -2.04 1.04 -3.37
S -2.80 -0.77 -0.78
S -3.08 -2.58 -1.53
S -1.46 -3.00 -2.94
S 0.09 -1.90 -2.43
C -0.54 -0.69 4.27
C 0.64 -0.29 3.68
C 0.62 0.14 2.36
N -0.49 0.15 1.61
C -1.63 -0.20 2.21
C -1.70 -0.63 3.52
H -0.55 -1.03 5.30
H 1.57 -0.29 4.22
H 1.53 0.48 1.88
H -2.53 -0.14 1.61
H -2.65 -0.90 3.95
*
```

Computed properties:
Highest occupied orbital energy, eV: -6.0
Energy above the lowest of the compared OMol25 structures with the same formula, charge and spin, kcal per mole: 6.8
HOMO-LUMO gap, eV: 5.314
LUMO energy, eV: -0.72

***

No. 11
A structure of composition C13H33MgNO8S5, computed with wB97M-V/def2-TZVPD.

```
! RIJCOSX wB97M-V def2-TZVPD def2/J DEFGRID3
* xyz 0 1
Mg -0.56 1.08 -0.22
C 0.21 0.36 1.63
O 1.09 0.94 0.84
O -0.55 -0.45 0.98
O -0.58 1.37 1.86
C 2.53 -2.18 1.35
C 3.57 -1.89 2.35
N 4.35 -1.69 3.16
H 2.53 -1.20 0.84
H 1.50 -2.44 1.57
H 3.01 -2.84 0.62
C 1.46 4.24 -0.05
S 0.10 4.13 -1.18
O -0.21 2.64 -1.16
C -1.28 4.78 -0.20
H 1.55 5.27 0.29
H 2.32 3.98 -0.66
H 1.40 3.49 0.75
H -1.22 5.86 -0.15
H -1.21 4.39 0.82
H -2.21 4.40 -0.61
C 0.02 -2.61 -1.38
S -1.08 -1.41 -2.20
O -0.65 -0.01 -1.80
C -0.29 -1.60 -3.82
H 1.01 -2.17 -1.22
H 0.15 -3.47 -2.04
H -0.41 -3.00 -0.46
H -0.48 -2.61 -4.16
H 0.79 -1.46 -3.77
H -0.71 -0.84 -4.48
C -3.82 2.39 1.73
S -3.82 1.67 0.11
O -2.39 1.69 -0.45
C -4.00 -0.07 0.62
H -2.92 2.19 2.32
H -4.77 2.18 2.24
H -3.86 3.47 1.56
H -3.77 -0.78 -0.17
H -4.99 -0.30 1.01
H -3.36 -0.15 1.51
C 3.46 1.36 -1.58
S 3.57 1.39 -3.39
O 3.59 2.89 -3.63
C 5.27 0.72 -3.66
H 4.29 2.01 -1.28
H 3.48 0.40 -1.06
H 2.51 1.80 -1.30
H 5.41 -0.24 -3.18
H 5.92 1.40 -3.09
H 5.38 0.77 -4.74
C -2.15 -5.31 3.05
S -1.36 -3.79 3.63
O 0.01 -3.82 3.03
C -2.49 -2.66 2.71
H -3.22 -5.23 3.30
H -1.90 -6.28 3.49
H -2.18 -5.52 1.98
H -2.26 -2.67 1.65
H -2.27 -1.68 3.14
H -3.53 -2.89 2.93
*
```

Computed properties:
Highest occupied orbital energy, eV: -6.5
HOMO-LUMO gap, eV: 6.601
LUMO energy, eV: 0.08

***

No. 12
A cluster of 7 separate species, C23H44BO20 in total, computed with wB97M-V/def2-TZVPD.

```
! RIJCOSX wB97M-V def2-TZVPD def2/J DEFGRID3
* xyz -1 1
C -2.55 -2.01 4.60
C -2.04 -1.70 3.30
B -1.92 -1.41 1.68
C -2.10 0.17 1.25
C -2.91 1.10 2.32
C -1.81 2.02 3.13
O -1.93 3.37 3.13
O -0.65 1.38 3.84
H -2.66 -2.01 5.79
H -2.62 -2.12 1.02
H -0.81 -1.72 1.38
H -2.61 0.19 0.18
H -1.03 0.68 1.09
H -3.55 1.87 1.67
H -3.68 0.54 3.00
H -0.92 1.28 4.81
C -0.91 3.73 -3.57
O -1.93 3.64 -2.57
C -1.73 4.46 -1.50
O -0.78 5.21 -1.35
O -2.76 4.28 -0.64
C -2.68 5.07 0.54
H -1.18 3.04 -4.38
H -0.86 4.74 -3.99
H 0.06 3.42 -3.16
H -2.70 6.14 0.29
H -1.78 4.83 1.11
H -3.56 4.85 1.16
C 1.04 -3.74 3.22
O 0.60 -4.17 1.93
C 1.28 -5.24 1.44
O 2.19 -5.83 2.00
O 0.77 -5.54 0.22
C 1.39 -6.65 -0.42
H 0.43 -2.88 3.51
H 0.89 -4.53 3.96
H 2.08 -3.42 3.19
H 1.26 -7.56 0.17
H 2.46 -6.45 -0.60
H 0.91 -6.80 -1.39
C 1.56 2.81 0.37
O 1.87 1.60 -0.31
C 3.20 1.39 -0.50
O 4.10 2.13 -0.14
O 3.35 0.21 -1.15
C 4.71 -0.14 -1.41
H 0.47 2.87 0.46
H 1.99 2.81 1.37
H 1.90 3.67 -0.21
H 5.27 -0.26 -0.48
H 5.18 0.60 -2.06
H 4.71 -1.10 -1.94
C 7.76 1.89 -0.20
O 8.07 0.67 -0.88
C 9.40 0.47 -1.06
O 10.30 1.21 -0.71
O 9.55 -0.71 -1.72
C 10.91 -1.06 -1.98
H 6.67 1.95 -0.10
H 8.19 1.89 0.81
H 8.10 2.75 -0.77
H 11.47 -1.18 -1.05
H 11.38 -0.32 -2.63
H 10.92 -2.02 -2.51
C -4.04 -10.37 -0.32
O -4.24 -9.10 0.30
C -3.09 -8.40 0.50
O -1.97 -8.76 0.20
O -3.42 -7.22 1.09
C -2.31 -6.37 1.37
H -5.02 -10.85 -0.43
H -3.60 -10.25 -1.31
H -3.42 -11.01 0.31
H -1.80 -6.09 0.44
H -1.62 -6.85 2.06
H -2.69 -5.46 1.84
C -4.95 5.28 -1.94
O -6.17 5.84 -2.40
C -6.20 7.20 -2.38
O -5.30 7.93 -2.01
O -7.41 7.60 -2.84
C -7.59 9.02 -2.87
H -5.04 4.19 -2.00
H -4.11 5.59 -2.57
H -4.77 5.55 -0.89
H -6.86 9.48 -3.55
H -7.51 9.44 -1.87
H -8.59 9.23 -3.26
*
```

Computed properties:
Highest occupied orbital energy, eV: -4.8
HOMO-LUMO gap, eV: 6.859
LUMO energy, eV: 2.07

***

Question: Which formula does entry 6 have?
Answer: C23H49N4OP3Sn